(1)
{
  "formula": "C46H60BMgN8O4S3",
  "method": "the ωB97M-V functional and the def2-TZVPD basis",
  "species": ["Mg", "C", "C", "C", "C", "N", "N", "B", "N", "N", "C", "C", "C", "C", "C", "S", "C", "C", "C", "C", "N", "N", "C", "C", "C", "C", "C", "S", "C", "C", "C", "C", "C", "S", "C", "C", "C", "C", "H", "H", "H", "H", "H", "H", "H", "H", "H", "H", "H", "H", "H", "H", "H", "H", "H", "H", "H", "H", "H", "H", "H", "H", "H", "H", "H", "H", "H", "H", "H", "H", "H", "H", "H", "H", "H", "H", "H", "C", "O", "C", "C", "O", "C", "H", "H", "H", "H", "H", "H", "H", "H", "H", "H", "O", "C", "N", "C", "C", "O", "N", "C", "C", "C", "C", "C", "C", "C", "C", "C", "C", "C", "C", "H", "H", "H", "H", "H", "H", "H", "H", "H", "H", "H"],
  "xyz": [[-2.0105, -1.3626, -1.0641], [-3.2481, 0.3527, 3.8573], [-2.2398, 1.2228, 3.1798], [-1.8387, 2.3984, 3.7306], [-0.8658, 3.1886, 3.0780], [-0.3990, 2.8211, 1.9239], [-0.8167, 1.6834, 1.3423], [-0.0009, 1.6152, 0.0221], [0.1327, 3.0032, -0.5892], [1.3488, 3.5546, -0.5084], [1.5187, 4.7567, -0.9751], [0.4320, 5.4661, -1.5546], [-0.7977, 4.8958, -1.6553], [-1.9654, 5.5978, -2.2612], [-0.9636, 3.5619, -1.1472], [-2.4092, 2.6908, -1.2074], [2.9375, 5.3036, -0.8580], [3.0168, 6.7669, -1.2904], [3.3960, 5.1808, 0.5999], [3.8524, 4.4571, -1.7526], [1.3762, 0.9162, 0.2750], [2.2995, 1.0738, 1.2016], [3.3605, 0.3067, 1.0747], [3.4950, -0.6065, -0.0037], [2.5178, -0.7616, -0.9501], [2.5811, -1.6838, -2.1194], [1.4047, 0.0600, -0.7308], [-0.1214, 0.3845, -1.5274], [4.4499, 0.4330, 2.1249], [4.0684, 1.4642, 3.1849], [4.6501, -0.9345, 2.7933], [5.7485, 0.8748, 1.4353], [-1.6678, 0.8208, 1.9223], [-2.0638, -0.7202, 1.3257], [-0.2723, 4.4774, 3.6313], [1.2201, 4.2319, 3.8912], [-0.4349, 5.5833, 2.5808], [-0.9578, 4.9001, 4.9291], [-3.6070, 0.8288, 4.7678], [-2.8146, -0.6167, 4.1052], [-4.0904, 0.1576, 3.1931], [-2.2613, 2.7197, 4.6720], [0.5826, 6.4710, -1.9235], [-1.6876, 6.5960, -2.5946], [-2.7803, 5.6669, -1.5392], [-2.3530, 5.0256, -3.1052], [2.3638, 7.4030, -0.6891], [2.7577, 6.8967, -2.3428], [4.0381, 7.1253, -1.1590], [2.7638, 5.7774, 1.2616], [4.4227, 5.5386, 0.6962], [3.3512, 4.1429, 0.9315], [3.5439, 4.5141, -2.7985], [3.8270, 3.4113, -1.4429], [4.8803, 4.8170, -1.6817], [4.3912, -1.2099, -0.0682], [3.4536, -2.3305, -2.0617], [2.6284, -1.1102, -3.0478], [1.6851, -2.3044, -2.1483], [3.1463, 1.1879, 3.6964], [3.9234, 2.4523, 2.7476], [4.8694, 1.5260, 3.9225], [3.7298, -1.2742, 3.2707], [5.4240, -0.8550, 3.5578], [4.9647, -1.6991, 2.0817], [5.6211, 1.8425, 0.9457], [6.0832, 0.1532, 0.6884], [6.5408, 0.9720, 2.1784], [1.7201, 3.9160, 2.9748], [1.3652, 3.4556, 4.6459], [1.6890, 5.1490, 4.2527], [0.0755, 5.3122, 1.6561], [-0.0062, 6.5139, 2.9572], [-1.4883, 5.7601, 2.3532], [-0.8338, 4.1549, 5.7172], [-2.0248, 5.0826, 4.7846], [-0.5103, 5.8282, 5.2854], [-4.7069, -2.5820, -0.1421], [-4.1246, -1.5588, -0.9634], [-4.7129, -1.4999, -2.2645], [-3.9889, -0.3951, -2.9915], [-2.5771, -0.6549, -2.9506], [-2.0638, -1.3150, -4.1143], [-5.7777, -2.3990, -0.0425], [-4.2362, -2.5112, 0.8354], [-4.5269, -3.5638, -0.5847], [-5.7771, -1.2652, -2.1762], [-4.5879, -2.4666, -2.7592], [-4.1339, 0.5613, -2.4881], [-4.3229, -0.3114, -4.0262], [-2.1997, -0.6689, -4.9819], [-2.5537, -2.2775, -4.2608], [-1.0001, -1.4741, -3.9440], [1.2412, -3.0070, 0.3404], [0.3135, -3.5773, -0.1973], [0.1097, -4.9364, -0.2256], [-0.9916, -5.3120, -1.1026], [-1.4908, -3.9066, -1.4590], [-2.4999, -3.6244, -2.1138], [-0.7183, -2.9638, -0.9090], [-2.1300, -6.0220, -0.3788], [-3.1805, -6.5514, -1.1248], [-4.2651, -7.1322, -0.4884], [-4.3121, -7.1902, 0.8991], [-3.2702, -6.6611, 1.6436], [-2.1833, -6.0735, 1.0073], [-0.4803, -6.0784, -2.3141], [-0.1919, -5.4401, -3.5147], [0.3559, -6.1505, -4.5737], [0.6239, -7.5043, -4.4398], [0.3374, -8.1474, -3.2439], [-0.2154, -7.4389, -2.1887], [0.8744, -5.5617, -0.0322], [-3.1459, -6.5087, -2.2061], [-5.0735, -7.5466, -1.0768], [-5.1557, -7.6517, 1.3953], [-3.2973, -6.7070, 2.7245], [-1.3738, -5.6548, 1.5905], [-0.4077, -4.3847, -3.6358], [0.5690, -5.6458, -5.5071], [1.0492, -8.0582, -5.2661], [0.5383, -9.2049, -3.1342], [-0.4563, -7.9493, -1.2634]],
  "relative_energy_kj_mol": 49.92,
  "total_charge": 1,
  "lumo_ev": -2.5,
  "e_tot_ha": -3947.46154
}

(2)
{
  "formula": "C46H60MoN4O5PS4Sb",
  "method": "the ωB97M-V functional and the def2-TZVPD basis",
  "species": ["Mo", "S", "Sb", "S", "S", "S", "C", "C", "C", "O", "C", "C", "O", "C", "O", "C", "C", "C", "C", "C", "C", "C", "C", "C", "C", "C", "C", "C", "O", "C", "C", "C", "C", "C", "C", "C", "C", "C", "C", "C", "C", "H", "H", "H", "H", "H", "H", "H", "H", "H", "H", "H", "H", "H", "H", "H", "H", "H", "H", "H", "H", "H", "H", "H", "H", "H", "H", "H", "H", "O", "H", "H", "N", "P", "N", "C", "C", "C", "C", "C", "N", "C", "C", "C", "C", "C", "N", "C", "C", "C", "C", "C", "H", "H", "H", "H", "H", "H", "H", "H", "H", "H", "H", "H", "H", "H", "H", "H", "H", "H", "H", "H", "H", "H", "H", "H", "H", "H", "H", "H", "H", "H"],
  "xyz": [[-0.3772, 0.1928, -0.2796], [1.0225, 6.0699, 1.2119], [1.4399, 5.1565, -0.8006], [0.4060, 2.3847, -0.7776], [-1.2854, 3.5723, -0.5148], [-0.8980, 5.0742, -1.8190], [-5.5635, -1.7741, 3.3940], [-4.0410, -1.7558, 3.2272], [-3.3214, -2.3594, 4.4341], [-3.6417, -0.4100, 3.0148], [-2.8093, -0.3688, 1.8854], [-3.3147, -1.5695, 1.0594], [-3.6538, -2.4861, 2.0738], [-2.3415, -2.1758, -0.0172], [-1.2337, -1.3639, -0.1461], [-1.9120, -3.6318, 0.2264], [-2.7432, -4.6221, 0.7423], [-2.3331, -5.9426, 0.7840], [-1.0835, -6.3043, 0.3174], [-0.2416, -5.3278, -0.1831], [-0.6551, -4.0067, -0.2375], [-3.1432, -2.2424, -1.3324], [-2.7610, -1.5201, -2.4495], [-3.5024, -1.5777, -3.6172], [-4.6198, -2.3873, -3.6930], [-5.0083, -3.1153, -2.5807], [-4.2882, -3.0292, -1.4050], [-2.8590, 1.0251, 1.1927], [-1.7686, 1.0391, 0.3547], [-2.6821, 2.1047, 2.2755], [-3.7568, 2.6807, 2.9375], [-3.5501, 3.6553, 3.8968], [-2.2727, 4.0877, 4.1980], [-1.1952, 3.5234, 3.5406], [-1.3983, 2.5291, 2.6000], [-4.1448, 1.2701, 0.4076], [-5.4005, 1.0240, 0.9537], [-6.5485, 1.3303, 0.2472], [-6.4638, 1.8960, -1.0135], [-5.2208, 2.1245, -1.5734], [-4.0734, 1.8007, -0.8741], [-5.8391, -0.9931, 4.0969], [-5.9019, -2.7372, 3.7648], [-6.0381, -1.5780, 2.4340], [-3.6614, -1.8776, 5.3448], [-2.2500, -2.2108, 4.3283], [-3.5241, -3.4252, 4.4851], [-1.7531, -0.5418, 2.1858], [-4.2356, -1.2552, 0.5369], [-3.7149, -4.3816, 1.1343], [-3.0056, -6.6928, 1.1755], [-0.7673, -7.3359, 0.3391], [0.7379, -5.6012, -0.5441], [-0.0115, -3.2402, -0.6656], [-1.8749, -0.8994, -2.3928], [-3.1948, -0.9898, -4.4691], [-5.1917, -2.4440, -4.6054], [-5.8697, -3.7647, -2.6249], [-4.6219, -3.5804, -0.5412], [-4.7656, 2.3825, 2.7134], [-4.3985, 4.0906, 4.4016], [-2.1108, 4.8537, 4.9416], [-0.1925, 3.8627, 3.7488], [-0.5374, 2.0767, 2.1059], [-5.4824, 0.5796, 1.9323], [-7.5148, 1.1428, 0.6924], [-7.3585, 2.1528, -1.5591], [-5.1282, 2.5745, -2.5506], [-3.1068, 1.9718, -1.3276], [1.1388, -1.9560, 1.9518], [1.0645, -1.4755, 1.1066], [0.4675, -2.6445, 1.9470], [1.2509, -0.3856, -0.8638], [2.4408, -0.6218, -1.8810], [3.7993, 0.3564, -1.8091], [3.5623, 1.7669, -1.5999], [3.8733, 2.1583, -0.1581], [5.3183, 1.7950, 0.1699], [5.5520, 0.3081, -0.0923], [5.1635, -0.0220, -1.5328], [3.1258, -2.1668, -1.8630], [3.6635, -2.6735, -0.5983], [3.1413, -4.0660, -0.2769], [3.5570, -5.0476, -1.3788], [3.4819, -4.3883, -2.7656], [2.5490, -3.1829, -2.7323], [1.9548, -0.3687, -3.4565], [0.5636, -0.3195, -3.8577], [0.3354, 0.7738, -4.8942], [1.1355, 0.4870, -6.1731], [2.3778, -0.3486, -5.8441], [2.9142, 0.0408, -4.4731], [2.5090, 1.9595, -1.8318], [4.1930, 2.3438, -2.2922], [3.1882, 1.6101, 0.4959], [3.7031, 3.2279, -0.0084], [5.5390, 2.0312, 1.2105], [5.9905, 2.3869, -0.4560], [4.9410, -0.2798, 0.5958], [6.5993, 0.0504, 0.0703], [5.2895, -1.0769, -1.7625], [5.8074, 0.5477, -2.2152], [3.4025, -1.9787, 0.2065], [4.7599, -2.7326, -0.6612], [2.0587, -4.0167, -0.1776], [3.5392, -4.3911, 0.6859], [2.9082, -5.9250, -1.3483], [4.5765, -5.3919, -1.1938], [3.1243, -5.1060, -3.5061], [4.4701, -4.0450, -3.0801], [1.5474, -3.5030, -2.4087], [2.4547, -2.7508, -3.7301], [-0.0219, -0.1116, -2.9434], [0.2392, -1.2879, -4.2698], [0.6390, 1.7289, -4.4635], [-0.7310, 0.8371, -5.1102], [1.4317, 1.4324, -6.6308], [0.5191, -0.0464, -6.8994], [3.1469, -0.1975, -6.6016], [2.1224, -1.4104, -5.8370], [3.0828, 1.1256, -4.4515], [3.8634, -0.4548, -4.2733]],
  "relative_energy_kj_mol": 347.41,
  "lumo_ev": -1.1,
  "e_tot_ha": -4626.70457
}